1.
A structure of composition C41H95N6O9, computed with the ωB97M-V functional and the def2-TZVPD basis.

Summary:
- Relative energy (zero: lowest compared OMol25 entry of this formula, charge and spin): 822.5 kcal/mol
- Gap between HOMO and LUMO: 4.82 eV
- HOMO level: -12.545 eV
- Total energy: -2622.24060 a.u.

The geometry in ORCA input format:
```
! RIJCOSX wB97M-V def2-TZVPD def2/J DEFGRID3
* xyz 3 1
N 0.24 -0.49 -0.27
O 1.03 0.42 -0.03
O -0.44 -0.90 0.64
O 0.22 -1.10 -1.32
C -0.57 -3.92 -0.75
O 0.68 -3.85 -0.05
C 1.83 -4.22 -0.82
C 2.88 -3.09 -0.85
N 2.22 -1.92 -1.59
H 2.16 -2.13 -2.58
H 1.28 -1.75 -1.27
C 3.08 -0.63 -1.37
C 2.69 0.46 -2.44
O 3.21 0.14 -3.72
C 4.56 0.48 -3.89
H -0.77 -4.98 -0.92
H -0.50 -3.54 -1.77
H -1.37 -3.39 -0.23
H 1.58 -4.46 -1.85
H 2.16 -5.16 -0.36
H 3.71 -3.49 -1.44
H 3.10 -2.95 0.21
H 4.11 -0.97 -1.42
H 2.83 -0.35 -0.35
H 3.03 1.45 -2.13
H 1.61 0.62 -2.44
H 4.85 0.69 -4.92
H 5.26 -0.32 -3.66
H 4.85 1.42 -3.41
C -0.76 0.98 -1.42
O -1.17 1.27 -2.79
C -1.66 2.62 -2.95
C -0.56 3.69 -3.18
N 0.44 3.34 -4.31
H -0.09 3.08 -5.13
H 0.97 4.16 -4.58
C 1.51 2.26 -4.08
C 2.61 2.32 -5.17
O 2.02 2.26 -6.45
C 2.96 2.54 -7.49
H 0.25 1.35 -1.21
H -0.80 -0.11 -1.33
H -1.45 1.42 -0.70
H -2.24 2.92 -2.08
H -2.40 2.68 -3.75
H 0.14 3.89 -2.37
H -1.05 4.64 -3.38
H 0.90 1.36 -4.05
H 1.90 2.38 -3.07
H 3.38 1.55 -5.11
H 3.23 3.21 -5.11
H 3.08 3.61 -7.63
H 2.72 2.12 -8.47
H 3.89 2.00 -7.28
C -5.04 2.84 5.05
C -3.50 2.48 4.99
C -3.18 1.25 4.16
N -1.75 0.70 4.40
C -1.51 -0.59 3.50
C -1.44 -0.28 1.98
C -0.46 0.80 1.52
C -0.66 2.06 2.43
C -0.59 1.63 3.92
C -1.48 0.27 5.89
H -5.25 3.15 4.03
H -5.29 3.73 5.64
H -5.78 2.10 5.38
H -3.16 2.53 6.03
H -2.92 3.32 4.61
H -3.13 1.52 3.11
H -3.93 0.47 4.29
H -2.31 -1.31 3.69
H -0.54 -1.04 3.72
H -2.39 -0.06 1.50
H -1.17 -1.23 1.52
H -0.46 1.04 0.46
H 0.53 0.38 1.69
H -1.56 2.62 2.19
H 0.13 2.80 2.31
H -0.52 2.52 4.54
H 0.41 1.22 4.09
H -2.37 -0.33 6.09
H -1.61 1.23 6.39
H -0.50 -0.20 6.00
C -5.56 -0.76 1.56
C -4.45 -0.52 0.59
C -4.54 -1.56 -0.55
N -3.35 -1.43 -1.58
C -3.85 -2.16 -2.82
C -3.08 -1.81 -4.09
C -2.83 -0.36 -4.51
C -2.23 0.31 -3.17
C -3.08 0.11 -1.86
C -2.05 -2.08 -0.95
H -5.50 -0.04 2.38
H -5.57 -1.78 1.93
H -6.48 -0.57 1.01
H -3.50 -0.55 1.12
H -4.61 0.50 0.25
H -5.54 -1.55 -0.99
H -4.43 -2.58 -0.19
H -4.84 -1.76 -3.02
H -3.95 -3.24 -2.69
H -3.47 -2.44 -4.89
H -2.14 -2.35 -4.15
H -3.79 0.14 -4.69
H -2.24 -0.07 -5.38
H -2.21 1.39 -3.35
H -1.23 -0.04 -2.95
H -4.04 0.59 -2.04
H -2.68 0.68 -1.02
H -2.23 -3.15 -0.96
H -1.93 -1.65 0.05
H -1.21 -1.78 -1.58
C 2.25 1.52 5.06
C 1.99 0.62 3.86
C 2.80 -0.59 3.77
N 2.87 -1.17 2.28
C 1.50 -1.40 1.54
C 0.65 -2.54 2.18
C 1.48 -3.83 2.17
C 2.87 -3.68 2.85
C 3.70 -2.50 2.29
C 3.74 -0.25 1.36
H 1.36 2.13 5.22
H 3.11 2.19 5.08
H 2.31 0.86 5.93
H 2.03 1.23 2.95
H 0.97 0.25 3.95
H 2.34 -1.42 4.31
H 3.83 -0.38 4.04
H 0.95 -0.46 1.52
H 1.92 -1.65 0.56
H 0.37 -2.33 3.21
H -0.30 -2.66 1.65
H 0.96 -4.58 2.77
H 1.48 -4.29 1.18
H 2.80 -3.58 3.94
H 3.36 -4.61 2.57
H 4.62 -2.39 2.86
H 4.17 -2.78 1.34
H 3.32 0.73 1.14
H 4.05 -0.77 0.45
H 4.68 -0.17 1.90
C 2.80 2.25 -0.01
C 2.41 3.58 -0.72
O 1.50 3.59 -1.62
O 2.94 4.63 -0.35
H 3.72 1.90 -0.47
H 2.06 1.48 -0.25
H 3.05 2.31 1.05
*
```


2.
An isolated molecule of C19H32N4O2, computed with the ωB97M-V functional and the def2-TZVPD basis.

Summary:
- Relative energy (zero: lowest compared OMol25 entry of this formula, charge and spin): 0.0 kcal/mol
- SMILES: CC(C)(CO)CN1CCC(n2nccc2NC(=O)C2CCCC2)CC1
- Gap between HOMO and LUMO: 8.88 eV
- HOMO level: -8.483 eV
- Total energy: -1112.70599 a.u.

The geometry in ORCA input format:
```
! RIJCOSX wB97M-V def2-TZVPD def2/J DEFGRID3
* xyz 0 1
C -3.12 -2.30 -0.42
C -3.39 -0.79 -0.35
C -4.04 -0.32 -1.65
C -4.35 -0.51 0.83
O -4.81 0.81 0.88
C -2.04 -0.08 -0.11
N -2.17 1.35 0.15
C -1.77 2.21 -0.94
C -0.25 2.30 -1.13
C 0.40 2.75 0.18
N 1.84 2.86 0.09
N 2.38 4.07 0.24
C 3.69 3.91 0.15
C 4.02 2.57 -0.08
C 2.80 1.92 -0.11
N 2.50 0.58 -0.32
C 3.40 -0.45 -0.32
O 4.59 -0.30 -0.14
C 2.73 -1.79 -0.57
C 3.73 -2.96 -0.47
C 3.30 -3.76 0.76
C 1.79 -3.57 0.80
C 1.63 -2.09 0.47
C -0.04 1.84 1.34
C -1.57 1.80 1.39
H -2.70 -2.66 0.51
H -4.05 -2.84 -0.61
H -2.43 -2.52 -1.23
H -4.33 0.72 -1.58
H -4.94 -0.90 -1.84
H -3.36 -0.45 -2.49
H -5.24 -1.14 0.74
H -3.84 -0.77 1.77
H -4.04 1.38 0.73
H -1.56 -0.57 0.75
H -1.40 -0.27 -0.99
H -2.17 3.21 -0.73
H -2.24 1.85 -1.86
H -0.02 3.03 -1.92
H 0.13 1.33 -1.45
H 0.07 3.77 0.40
H 4.34 4.75 0.24
H 4.98 2.13 -0.20
H 1.53 0.35 -0.45
H 2.30 -1.75 -1.58
H 4.75 -2.58 -0.38
H 3.68 -3.58 -1.36
H 3.60 -4.81 0.70
H 3.75 -3.33 1.66
H 1.35 -3.83 1.76
H 1.32 -4.18 0.02
H 0.63 -1.87 0.09
H 1.80 -1.50 1.37
H 0.35 0.83 1.21
H 0.36 2.23 2.28
H -1.95 2.80 1.60
H -1.90 1.14 2.20
*
```


3.
A structure of composition C36H102N2O28, computed with the ωB97M-V functional and the def2-TZVPD basis.

Summary:
- Relative energy (zero: lowest compared OMol25 entry of this formula, charge and spin): 111.5 kcal/mol
- Gap between HOMO and LUMO: 8.29 eV
- HOMO level: -8.204 eV
- Total energy: -3648.49206 a.u.

The geometry in ORCA input format:
```
! RIJCOSX wB97M-V def2-TZVPD def2/J DEFGRID3
* xyz 0 1
C 6.48 3.32 8.46
O 5.22 3.07 7.88
C 4.33 4.15 8.05
C 2.99 3.77 7.46
N 3.09 3.49 6.03
C 1.93 2.73 5.54
C 2.20 2.25 4.14
O 3.25 1.32 4.14
C 3.42 0.68 2.89
H 6.39 3.53 9.53
H 7.02 4.15 7.99
H 7.07 2.41 8.32
H 4.70 5.10 7.65
H 4.17 4.29 9.13
H 2.29 4.60 7.58
H 2.61 2.89 8.00
H 3.88 2.88 5.85
H 1.04 3.37 5.58
H 1.73 1.82 6.14
H 2.46 3.10 3.49
H 1.30 1.84 3.66
H 4.15 -0.11 3.01
H 3.72 1.45 2.16
H 2.49 0.27 2.46
C -0.19 -3.10 -1.16
O 0.09 -3.83 -2.34
C 1.33 -4.54 -2.25
C 1.72 -5.03 -3.65
N 1.38 -6.43 -3.86
C 1.25 -6.73 -5.28
C 1.08 -8.19 -5.59
O 2.21 -8.88 -5.09
C 2.03 -10.28 -5.21
H -0.94 -2.37 -1.45
H 0.72 -2.58 -0.82
H -0.57 -3.70 -0.33
H 1.19 -5.39 -1.57
H 2.08 -3.87 -1.82
H 2.78 -4.81 -3.84
H 1.14 -4.39 -4.31
H 2.12 -7.01 -3.50
H 2.18 -6.45 -5.82
H 0.56 -6.08 -5.83
H 1.10 -8.26 -6.69
H 0.14 -8.61 -5.21
H 1.16 -10.62 -4.64
H 2.90 -10.80 -4.81
H 1.93 -10.57 -6.26
C -2.59 -3.51 2.58
C -2.58 -5.01 2.45
O -1.33 -5.57 2.81
O -1.71 -2.84 1.68
H -2.26 -3.23 3.60
H -3.59 -3.07 2.59
H -2.82 -5.30 1.41
H -3.36 -5.40 3.11
H -0.60 -5.03 2.46
H -0.96 -2.51 2.22
C -1.05 0.12 -0.18
C 0.27 0.53 0.43
O 1.17 0.82 -0.62
O -1.84 1.22 -0.62
H -1.65 -0.40 0.58
H -0.85 -0.54 -1.02
H 0.65 -0.26 1.08
H 0.11 1.43 1.04
H 1.62 1.66 -0.44
H -1.46 1.52 -1.46
C -2.91 1.78 -3.39
C -2.53 2.89 -4.34
O -2.66 4.19 -3.78
O -4.32 1.57 -3.37
H -2.51 1.98 -2.38
H -2.41 0.86 -3.70
H -3.17 2.81 -5.23
H -1.50 2.75 -4.65
H -3.60 4.35 -3.65
H -4.44 0.62 -3.18
C -1.67 -0.45 -5.63
C -1.59 -1.33 -4.40
O -0.34 -1.98 -4.38
O -0.86 0.71 -5.44
H -2.69 -0.16 -5.86
H -1.32 -1.00 -6.51
H -2.39 -2.08 -4.47
H -1.82 -0.74 -3.51
H -0.37 -2.81 -3.88
H -0.12 0.69 -6.05
C 0.48 3.91 -2.45
C -0.66 3.50 -3.37
O -1.01 2.15 -3.11
O 1.62 3.09 -2.66
H 0.15 3.87 -1.40
H 0.82 4.93 -2.61
H -0.31 3.63 -4.40
H -1.50 4.18 -3.20
H -0.88 1.65 -3.93
H 1.35 2.16 -2.54
C 1.99 -3.41 2.27
C 1.50 -2.63 3.46
O 0.36 -1.83 3.10
O 1.02 -4.35 1.85
H 2.94 -3.86 2.56
H 2.20 -2.69 1.47
H 2.33 -1.96 3.73
H 1.27 -3.24 4.33
H 0.14 -1.27 3.86
H 1.44 -5.01 1.30
C -0.14 4.47 2.68
C -1.45 4.98 2.11
O -1.83 6.26 2.63
O 1.00 4.86 1.92
H -0.24 3.38 2.65
H -0.07 4.72 3.75
H -2.23 4.24 2.29
H -1.33 5.10 1.03
H -1.89 6.89 1.91
H 1.14 5.80 2.05
C -3.48 0.17 2.82
C -3.03 1.60 3.02
O -2.23 1.75 4.20
O -4.47 -0.20 3.77
H -2.60 -0.48 2.90
H -3.90 0.06 1.82
H -3.95 2.19 3.07
H -2.44 1.98 2.18
H -2.83 1.80 4.95
H -4.05 -0.48 4.59
C -3.72 -2.14 -1.14
C -4.48 -2.33 -2.43
O -5.06 -1.08 -2.83
O -3.47 -3.45 -0.63
H -4.32 -1.54 -0.43
H -2.77 -1.61 -1.25
H -5.26 -3.07 -2.29
H -3.79 -2.67 -3.21
H -5.46 -1.25 -3.69
H -2.97 -3.32 0.18
C -4.52 3.52 -0.27
C -5.13 4.31 0.88
O -6.54 4.13 0.95
O -3.11 3.68 -0.21
H -4.93 3.89 -1.22
H -4.83 2.47 -0.28
H -4.92 5.37 0.78
H -4.68 3.93 1.81
H -6.72 3.23 1.22
H -2.68 2.85 -0.43
C 4.47 2.79 -0.73
C 3.60 3.63 0.18
O 2.27 3.16 0.18
O 4.23 3.01 -2.10
H 4.29 1.74 -0.44
H 5.52 2.98 -0.54
H 3.69 4.71 -0.02
H 4.03 3.55 1.20
H 1.73 3.73 0.75
H 3.29 2.84 -2.31
C 2.68 -0.64 -3.15
C 3.55 0.12 -2.17
O 3.00 0.15 -0.85
O 1.51 0.09 -3.48
H 2.41 -1.60 -2.71
H 3.26 -0.90 -4.05
H 3.65 1.16 -2.51
H 4.52 -0.37 -2.12
H 2.09 0.47 -0.91
H 0.97 -0.53 -4.01
*
```


4.
A structure of composition C41H34N6O5PRbS2, computed with the ωB97M-V functional and the def2-TZVPD basis.

Summary:
- Relative energy (zero: lowest compared OMol25 entry of this formula, charge and spin): 23.4 kcal/mol
- Gap between HOMO and LUMO: 3.44 eV
- HOMO level: 0.075 eV
- Total energy: -3449.39931 a.u.

The geometry in ORCA input format:
```
! RIJCOSX wB97M-V def2-TZVPD def2/J DEFGRID3
* xyz -2 1
Rb -0.62 -0.18 -0.28
O -1.90 1.34 1.87
C -0.97 2.02 2.19
C -0.07 2.72 2.88
C -0.43 4.04 3.42
C 0.50 4.81 4.05
C 1.85 4.40 4.22
C 2.21 3.16 3.71
C 1.34 2.30 3.05
P 1.81 0.79 2.25
C 1.53 -0.53 3.50
C 0.95 -0.26 4.74
C 0.65 -1.30 5.62
C 0.93 -2.61 5.27
C 1.49 -2.89 4.03
C 1.78 -1.86 3.15
C 3.63 0.82 2.16
C 4.49 0.26 3.10
C 5.87 0.34 2.94
C 6.41 0.99 1.84
C 5.56 1.56 0.90
C 4.19 1.47 1.05
H -1.44 4.40 3.28
H 0.18 5.78 4.42
H 2.57 5.04 4.71
H 3.24 2.83 3.81
H 0.74 0.77 5.00
H 0.20 -1.07 6.57
H 0.68 -3.42 5.95
H 1.66 -3.92 3.73
H 2.16 -2.09 2.17
H 4.08 -0.25 3.96
H 6.52 -0.11 3.69
H 7.48 1.05 1.72
H 5.97 2.06 0.03
H 3.52 1.89 0.31
N 0.32 -3.22 -1.65
N 0.14 -4.23 -0.67
C -0.48 -3.82 0.58
O -1.03 -4.77 1.19
O -0.37 -2.62 0.88
H -0.55 -3.04 -2.17
H 1.01 -3.52 -2.32
H -0.32 -5.06 -1.02
O 0.82 3.63 -2.45
S 0.92 2.19 -2.47
O 1.47 1.53 -1.31
N -0.41 1.41 -2.83
C -1.29 1.87 -3.77
C -1.05 2.82 -4.75
C -2.02 3.18 -5.69
C -3.27 2.62 -5.69
C -3.58 1.65 -4.70
C -4.85 1.05 -4.62
C -5.11 0.14 -3.63
C -4.07 -0.17 -2.72
N -2.88 0.36 -2.78
C -2.61 1.27 -3.75
C 2.10 1.82 -3.78
C 2.25 0.50 -4.20
C 3.17 0.20 -5.19
C 3.94 1.21 -5.76
C 3.78 2.52 -5.34
C 2.86 2.83 -4.35
H -0.09 3.32 -4.79
H -1.77 3.93 -6.43
H -4.03 2.90 -6.41
H -5.61 1.33 -5.34
H -6.08 -0.33 -3.52
H -4.25 -0.87 -1.91
H 1.64 -0.27 -3.74
H 3.29 -0.83 -5.51
H 4.66 0.97 -6.53
H 4.38 3.31 -5.78
H 2.72 3.84 -4.00
N -4.34 -5.94 2.33
C -5.08 -4.83 2.44
S -6.47 -4.79 3.35
C -4.52 -3.67 1.71
C -4.73 -2.36 2.15
C -4.04 -1.34 1.52
N -3.21 -1.56 0.50
C -3.10 -2.78 0.03
C -3.71 -3.88 0.61
H -4.60 -6.72 2.91
H -3.36 -5.85 2.07
H -5.36 -2.17 3.01
H -4.08 -0.32 1.89
H -2.42 -2.92 -0.81
H -3.52 -4.86 0.20
*
```


5.
A cluster of 2 separate species, C3H4ClF3N3 in total, computed with the ωB97M-V functional and the def2-TZVPD basis.

Summary:
- Relative energy (zero: lowest compared OMol25 entry of this formula, charge and spin): 8.0 kcal/mol
- Gap between HOMO and LUMO: 9.99 eV
- HOMO level: -15.295 eV
- Total energy: -1040.51505 a.u.

The geometry in ORCA input format:
```
! RIJCOSX wB97M-V def2-TZVPD def2/J DEFGRID3
* xyz 1 1
C 0.78 -0.46 -0.17
C -0.50 -0.16 -1.20
C -0.98 -0.86 0.97
N -1.49 -0.63 -0.26
N 0.34 -0.80 0.99
N 2.01 -0.33 -0.46
F -0.50 -0.96 -2.25
F -0.58 1.03 -1.68
F -1.77 -1.09 1.96
Cl -0.05 2.34 1.27
H -2.46 -0.37 -0.26
H 0.00 3.13 2.27
H 2.41 -0.24 -1.39
H 2.80 -0.61 0.20
*
```


6.
An isolated molecule of C2H3N2OP, computed with the ωB97M-V functional and the def2-TZVPD basis.

Summary:
- Expectation value of S²: 2.025
- Relative energy (zero: lowest compared OMol25 entry of this formula, charge and spin): 72.8 kcal/mol
- Gap between HOMO and LUMO (alpha / beta): 7.16 / 6.63 eV
- HOMO level (alpha / beta): -6.968 / -8.344 eV
- Total energy: -603.84861 a.u.

The geometry in ORCA input format:
```
! RIJCOSX wB97M-V def2-TZVPD def2/J DEFGRID3
* xyz 0 3
C -0.12 -1.30 1.14
C -0.16 0.47 -0.40
N -0.50 -0.52 2.08
N -0.79 0.55 2.38
O 0.06 -0.77 -0.13
P -0.07 0.98 -2.09
H 0.10 -2.34 1.26
H 1.24 0.63 -2.45
H 0.24 2.30 -1.78
*
```